1.
Formula: C72H192N14O30
Source: the Open Molecules 2025 dataset
Level of theory: ωB97M-V/def2-TZVPD

Geometry as XYZ:
```
308
Properties=species:S:1:pos:R:3:mulliken_charge:R:1
C 1.812 0.039 -6.383 -1.6221
C 0.310 0.471 -6.119 -0.0752
C -0.385 -0.367 -5.036 0.9753
O -1.831 -0.058 -5.057 -0.7373
C -2.553 -0.745 -4.103 -0.0008
N 0.280 1.959 -5.822 0.1654
H -0.661 2.262 -5.616 0.2594
H 0.785 2.147 -4.968 -0.1767
H 0.532 2.564 -6.590 0.4140
H 1.764 -0.883 -6.961 0.5037
H 2.447 -0.193 -5.528 0.0189
H 2.314 0.797 -6.984 0.6019
H -0.249 0.351 -7.047 0.6017
H -0.106 -0.096 -4.018 -0.6033
H -0.129 -1.387 -5.320 0.0939
H -3.606 -0.550 -4.308 0.3337
H -2.360 -0.367 -3.098 -0.3156
H -2.381 -1.821 -4.080 0.2164
C -2.370 -5.642 -5.086 -1.1574
C -3.108 -6.080 -3.840 0.2851
C -3.537 -5.001 -2.857 -0.7326
O -2.315 -4.646 -2.103 -0.0677
C -2.444 -3.500 -1.137 -0.1518
N -4.386 -6.772 -4.401 -0.2268
H -4.205 -7.584 -4.974 0.3721
H -4.887 -7.177 -3.623 0.3693
H -4.954 -6.077 -4.865 0.3107
H -2.767 -4.656 -5.326 0.3737
H -2.381 -6.251 -5.990 0.5326
H -1.318 -5.467 -4.863 -0.1284
H -2.667 -6.881 -3.248 0.2857
H -4.193 -5.401 -2.084 0.4591
H -4.068 -4.211 -3.387 0.3052
H -2.467 -2.504 -1.579 0.0751
H -1.656 -3.524 -0.385 -0.7886
H -3.372 -3.713 -0.608 0.6490
C 5.892 0.820 4.522 -1.4624
C 6.238 1.491 5.838 0.1295
C 5.754 2.990 5.841 -0.4119
O 6.281 3.739 4.735 -0.3203
C 6.157 5.137 4.649 -0.6720
N 5.608 0.698 7.037 -0.2299
H 6.193 0.709 7.861 0.4254
H 4.735 1.033 7.419 0.2828
H 5.593 -0.300 6.881 0.3230
H 6.370 1.379 3.717 0.3813
H 4.824 0.738 4.321 0.2320
H 6.312 -0.176 4.381 0.6791
H 7.316 1.378 5.953 0.3284
H 6.058 3.492 6.760 0.5939
H 4.674 3.110 5.752 -0.0485
H 6.685 5.542 5.513 0.3642
H 5.094 5.345 4.522 0.2124
H 6.698 5.352 3.728 0.2434
C -2.759 3.596 -3.273 -1.0981
C -4.059 4.212 -3.786 2.7315
C -3.916 5.727 -4.101 -1.1762
O -5.072 6.215 -4.754 -0.3079
C -4.987 7.400 -5.575 -0.8585
N -4.531 3.483 -4.998 0.1141
H -3.883 3.623 -5.761 0.4051
H -4.723 2.505 -4.838 0.2021
H -5.399 3.874 -5.337 0.4527
H -1.950 3.593 -4.004 0.3424
H -2.712 2.541 -3.004 0.1167
H -2.415 4.222 -2.450 -0.0854
H -4.889 3.992 -3.114 -1.8365
H -3.036 5.840 -4.733 0.7074
H -3.716 6.320 -3.208 0.3170
H -4.213 7.275 -6.333 0.3462
H -4.964 8.243 -4.885 0.3056
H -5.811 7.550 -6.273 0.2969
C 0.385 -5.795 0.867 -1.5008
C 1.085 -4.956 1.973 -0.3444
C 1.729 -3.644 1.495 1.2513
O 2.869 -3.509 2.255 -0.5189
C 3.624 -2.350 1.911 -0.2212
N 0.094 -4.693 3.116 0.6516
H -0.805 -4.432 2.738 0.3305
H -0.055 -5.626 3.472 0.5345
H 0.428 -4.178 3.918 0.0637
H 1.017 -5.951 -0.007 0.1439
H -0.569 -5.363 0.566 0.3297
H 0.140 -6.773 1.283 0.5632
H 1.874 -5.589 2.380 0.2252
H 1.075 -2.774 1.563 -0.0050
H 2.020 -3.814 0.458 -0.5871
H 3.797 -2.113 0.861 -0.0139
H 4.623 -2.561 2.293 0.6176
H 3.125 -1.501 2.378 -0.0225
C 1.262 0.692 1.501 0.3580
C 0.699 0.956 0.122 1.9136
C 1.078 -0.061 -1.016 -0.1283
O 0.586 -1.352 -0.698 1.2536
C 0.845 -2.214 -1.782 -1.7901
N -0.853 1.184 0.136 2.2442
H -1.263 0.381 0.591 -0.4606
H -1.084 2.039 0.621 -0.3680
H -1.318 1.266 -0.757 -0.1095
H 0.670 -0.107 1.948 -0.0002
H 1.203 1.592 2.113 -0.7096
H 2.270 0.293 1.388 -0.6196
H 1.068 1.944 -0.152 -0.2363
H 2.164 -0.133 -1.068 0.0811
H 0.704 0.388 -1.936 -0.8361
H 0.051 -2.105 -2.521 0.1985
H 0.693 -3.252 -1.489 0.1648
H 1.843 -2.214 -2.221 0.6310
C 5.228 -0.477 -6.521 -1.2518
C 5.829 -0.228 -5.117 0.3597
C 6.633 1.058 -5.018 -0.9779
O 7.071 1.229 -3.659 -0.1079
C 8.032 2.271 -3.539 -0.9036
N 4.824 -0.240 -3.965 1.7182
H 5.274 -0.018 -3.088 0.2047
H 4.140 0.477 -4.162 -0.5038
H 4.319 -1.102 -3.817 -0.4111
H 5.923 -0.469 -7.361 0.5011
H 4.461 0.227 -6.843 0.1887
H 4.856 -1.501 -6.499 0.2580
H 6.398 -1.113 -4.831 0.5104
H 5.845 1.784 -5.220 0.3762
H 7.456 1.029 -5.732 0.4661
H 7.604 3.166 -3.991 0.3627
H 8.949 2.104 -4.103 0.3278
H 8.348 2.391 -2.503 0.2393
C -6.569 1.879 5.844 -1.5460
C -5.427 0.921 5.986 -0.3349
C -4.421 0.926 4.809 0.9061
O -3.347 0.066 5.205 -0.4765
C -2.161 0.321 4.451 0.6883
N -4.680 1.232 7.318 -0.4585
H -4.468 2.216 7.225 0.4192
H -5.052 1.075 8.243 0.3981
H -3.781 0.794 7.462 0.3199
H -7.180 1.617 4.980 0.4177
H -6.273 2.884 5.542 0.3769
H -7.222 1.923 6.715 0.4678
H -5.697 -0.109 6.220 0.3955
H -4.000 1.911 4.607 0.0957
H -4.905 0.554 3.906 -0.2886
H -1.681 1.260 4.724 -0.4293
H -2.396 0.304 3.386 -0.1917
H -1.372 -0.415 4.607 0.2413
C 0.509 -7.428 7.578 -1.6016
C 1.456 -6.414 6.957 0.1971
C 0.674 -5.024 6.703 -0.8021
O 1.116 -4.234 5.582 -0.4681
C 2.457 -3.880 5.375 -0.7034
N 2.659 -6.247 7.890 -0.1936
H 3.320 -5.523 7.647 0.2825
H 2.371 -6.105 8.848 0.3947
H 3.152 -7.125 7.968 0.3978
H -0.003 -7.063 8.469 0.4009
H 0.976 -8.374 7.851 0.4753
H -0.274 -7.707 6.873 0.4040
H 1.882 -6.780 6.023 0.3607
H 0.701 -4.466 7.639 0.2919
H -0.345 -5.170 6.343 0.4451
H 2.992 -4.785 5.089 0.5153
H 2.963 -3.462 6.246 0.4188
H 2.661 -3.100 4.641 -0.0728
C -9.096 6.125 -1.935 -1.3789
C -7.603 5.485 -2.083 0.1653
C -6.652 5.882 -0.956 -0.8133
O -5.317 5.316 -1.147 0.8706
C -4.264 5.998 -0.506 -0.7055
N -7.617 3.976 -2.402 0.4040
H -8.231 3.471 -1.780 0.4429
H -8.001 3.863 -3.330 0.5282
H -6.705 3.544 -2.370 -0.8959
H -9.079 7.161 -1.597 0.3964
H -9.651 5.524 -1.214 0.3836
H -9.672 6.064 -2.858 0.4220
H -7.267 5.903 -3.032 0.0707
H -7.022 5.554 0.016 0.1260
H -6.505 6.960 -1.010 0.7273
H -4.401 5.801 0.557 -0.3258
H -4.396 7.056 -0.731 0.5998
H -3.244 5.711 -0.761 -0.0222
C 1.286 5.620 -0.940 -1.4111
C 1.417 6.023 0.581 -0.0021
C 1.843 4.860 1.433 0.5742
O 3.259 4.655 1.233 -0.4688
C 3.979 3.490 1.679 0.0901
N 2.357 7.184 0.852 0.0748
H 1.839 8.002 0.562 0.3800
H 2.602 7.256 1.829 0.3118
H 3.164 7.083 0.253 0.3912
H 1.015 4.587 -1.155 0.0794
H 2.133 5.903 -1.565 0.5028
H 0.475 6.200 -1.381 0.3579
H 0.420 6.320 0.905 0.3153
H 1.241 3.967 1.269 -0.3248
H 1.792 5.173 2.476 -0.0567
H 3.966 3.382 2.764 -0.0340
H 4.999 3.784 1.431 0.3936
H 3.744 2.613 1.076 -0.4816
C 0.744 4.588 5.734 -1.2089
C 0.235 3.142 5.567 1.0652
C 1.396 2.151 5.155 -0.2796
O 1.144 0.766 5.138 0.1583
C 1.699 -0.099 6.153 -0.3662
N -0.352 2.706 6.910 -0.4003
H -0.629 1.736 6.942 0.3012
H 0.397 2.755 7.586 0.5445
H -1.175 3.185 7.246 0.5577
H 1.258 4.875 4.817 -0.0242
H 1.536 4.701 6.475 0.4567
H 0.064 5.431 5.858 0.4489
H -0.550 3.164 4.811 -0.9120
H 2.242 2.392 5.798 0.2998
H 1.814 2.347 4.168 -0.1508
H 1.328 0.328 7.085 0.5594
H 2.784 -0.200 6.184 -0.2145
H 1.369 -1.124 5.983 -0.1850
C 6.518 -7.743 -3.949 -1.4462
C 6.462 -7.024 -2.652 0.1279
C 5.589 -5.767 -2.779 -0.4412
O 5.504 -5.068 -1.497 -0.5480
C 4.544 -4.047 -1.619 0.6451
N 5.966 -7.951 -1.510 -0.1699
H 6.523 -8.776 -1.337 0.4174
H 6.088 -7.436 -0.649 0.3539
H 5.039 -8.328 -1.644 0.2196
H 6.997 -8.709 -3.785 0.4177
H 7.155 -7.214 -4.657 0.4327
H 5.549 -7.755 -4.447 0.3662
H 7.491 -6.812 -2.363 0.3278
H 4.610 -6.076 -3.145 0.2071
H 6.061 -5.033 -3.431 0.4183
H 4.655 -3.444 -2.520 0.0857
H 4.602 -3.449 -0.709 -0.2387
H 3.595 -4.582 -1.655 -0.1524
C -6.599 1.023 0.999 -1.5662
C -6.132 2.453 0.919 2.0772
C -6.256 3.221 2.246 -0.2783
O -5.681 4.526 2.067 -0.0193
C -5.849 5.428 3.162 -1.0124
N -4.614 2.509 0.556 3.6394
H -4.029 2.262 1.341 -0.4624
H -4.429 1.798 -0.137 -0.7916
H -4.349 3.443 0.277 -0.6099
H -7.673 1.039 1.183 0.6752
H -6.099 0.401 1.742 0.0691
H -6.525 0.545 0.022 0.1985
H -6.569 2.936 0.045 -1.2232
H -5.793 2.819 3.147 -0.5588
H -7.339 3.231 2.370 0.7543
H -6.549 4.962 3.857 0.4964
H -6.275 6.385 2.862 0.3032
H -4.904 5.682 3.641 0.1506
C 3.104 2.565 -1.768 1.3262
C 2.286 2.458 -3.017 0.3404
O 2.822 2.198 -4.116 -0.8854
O 1.036 2.641 -2.921 -0.6940
H 3.166 1.547 -1.384 -0.8011
H 2.733 3.335 -1.092 -0.8748
H 4.133 2.803 -2.041 0.7776
C -5.734 -0.911 -2.667 -1.1263
C -5.312 0.490 -2.429 -0.3102
O -5.846 1.400 -3.112 -0.8169
O -4.340 0.716 -1.670 -0.1463
H -5.487 -1.182 -3.693 0.5049
H -6.816 -0.966 -2.543 0.5177
H -5.187 -1.553 -1.977 -0.0370
C 1.883 -4.676 -4.140 0.6103
C 2.650 -3.720 -5.119 0.3478
O 2.997 -4.107 -6.258 -0.7715
O 3.088 -2.683 -4.561 -0.4360
H 1.966 -4.373 -3.096 -0.5144
H 2.184 -5.720 -4.236 0.4574
H 0.814 -4.677 -4.355 -0.7023
C -4.056 -1.710 1.984 -0.1691
C -2.599 -2.061 1.775 -0.2843
O -1.986 -1.376 0.948 -0.4580
O -2.194 -3.102 2.250 -0.8831
H -4.372 -0.994 1.226 -0.4363
H -4.271 -1.229 2.938 -0.0648
H -4.712 -2.575 1.882 0.5896
C -1.041 -2.733 -7.687 0.2204
C -0.281 -2.434 -8.974 0.3227
O 0.142 -1.251 -9.182 -0.6321
O -0.148 -3.299 -9.863 -0.6230
H -0.282 -2.941 -6.933 -0.2893
H -1.743 -3.566 -7.655 0.4510
H -1.551 -1.796 -7.463 -0.0126
C 5.683 0.549 0.801 0.0580
C 6.269 -0.494 -0.237 -0.0673
O 5.571 -0.733 -1.230 -0.6726
O 7.453 -0.902 -0.130 -0.7772
H 4.822 0.105 1.302 -0.1755
H 5.512 1.554 0.417 0.1861
H 6.390 0.552 1.630 0.1893
C -1.779 5.221 2.675 -1.8406
C -1.812 3.909 1.923 1.4036
O -2.081 2.849 2.551 -0.7215
O -1.598 3.953 0.712 -0.6657
H -2.498 5.243 3.494 0.3328
H -2.001 6.086 2.051 0.3316
H -0.776 5.447 3.035 -0.0052
C 0.249 -7.949 -2.338 0.0935
C 1.420 -8.812 -2.295 -0.0350
O 2.617 -8.298 -2.410 -0.6207
O 1.189 -10.045 -2.470 -0.7026
H 0.152 -7.531 -3.340 0.1009
H 0.284 -7.101 -1.654 -0.1014
H -0.738 -8.373 -2.150 0.3633
```

Charge: +6
Spin multiplicity: 1
E_tot: -5879.531317 a.u.

=====

2.
Formula: C6H8N2O4
Source: the Open Molecules 2025 dataset
Level of theory: ωB97M-V/def2-TZVPD

Geometry as XYZ:
```
20
Properties=species:S:1:pos:R:3:nbo_charge:R:1
O -0.492 -2.279 -1.242 -0.5820
C -1.036 -1.442 -0.570 0.6065
C -1.753 -1.670 0.599 -0.4035
C -2.198 -0.560 1.264 0.0917
N -2.108 0.700 0.821 -0.6237
C -1.662 0.965 -0.475 0.7796
O -1.838 2.087 -0.920 -0.6040
N -0.941 -0.143 -1.024 -0.6592
H -1.796 -2.550 1.322 0.2601
H -2.759 -0.692 2.266 0.2214
H -2.975 1.584 0.926 0.4520
H -0.188 0.130 -1.837 0.4615
C 2.179 1.399 -0.266 -0.7376
C 2.648 0.091 0.187 0.7744
O 3.183 -0.166 1.270 -0.6043
O 2.465 -0.842 -0.759 -0.6906
H 2.817 2.200 0.347 0.2522
H 2.592 1.431 -1.326 0.2439
H 1.087 1.530 -0.189 0.2495
H 2.776 -1.772 -0.396 0.5121
```

Charge: 0
Spin multiplicity: 1
Energy above the lowest of the compared OMol25 structures with the same formula, charge and spin: 235.95 kJ/mol

=====

3.
Formula: C38H35ClN6O2PRuSSe2
Source: the Open Molecules 2025 dataset
Level of theory: ωB97M-V/def2-TZVPD

Geometry as XYZ:
```
87
Properties=species:S:1:pos:R:3:mulliken_spin:R:1
Ru -0.127 -0.865 0.417 2.6766
Se -1.539 1.185 0.857 0.0876
P 0.274 2.174 1.543 0.0275
Se 1.995 1.130 0.803 0.1544
C 0.245 3.916 1.035 -0.0119
C -0.940 4.638 1.159 0.0025
C -0.977 5.974 0.793 -0.0003
C 0.167 6.592 0.302 0.0005
C 1.346 5.873 0.176 0.0050
C 1.387 4.534 0.540 0.0100
C 0.289 2.249 3.358 -0.0019
C 1.436 2.731 3.987 0.0010
C 1.488 2.805 5.369 0.0032
C 0.398 2.393 6.128 0.0025
C -0.741 1.911 5.503 -0.0041
C -0.800 1.839 4.117 0.0221
H -1.835 4.154 1.532 0.0013
H -1.900 6.532 0.886 0.0000
H 0.135 7.635 0.013 0.0000
H 2.236 6.352 -0.213 0.0002
H 2.296 3.957 0.422 -0.0103
H 2.293 3.030 3.395 -0.0052
H 2.380 3.179 5.856 0.0000
H 0.442 2.444 7.209 0.0000
H -1.586 1.575 6.091 -0.0018
H -1.678 1.439 3.626 -0.0061
C -3.356 -4.769 -1.845 0.1623
C -2.700 -5.113 -0.668 -0.0815
C -2.529 -4.180 0.339 0.1615
C -3.020 -2.875 0.168 -0.0488
C -3.675 -2.532 -1.023 0.1353
C -3.841 -3.475 -2.016 -0.0660
N -2.877 -1.894 1.126 0.5646
N -2.563 -2.208 2.328 0.8090
C -1.435 -1.870 3.014 -0.1137
C -1.484 -2.178 4.395 0.1584
C -0.411 -1.921 5.216 -0.0720
C 0.734 -1.341 4.674 0.1732
C 0.784 -1.030 3.321 -0.1216
C -0.279 -1.270 2.455 0.2912
H -3.487 -5.505 -2.628 0.0081
H -2.320 -6.119 -0.535 -0.0017
H -2.023 -4.439 1.260 0.0010
H -4.029 -1.517 -1.144 -0.0048
H -4.338 -3.199 -2.940 -0.0007
H -2.393 -2.626 4.776 -0.0051
H -0.461 -2.166 6.269 -0.0006
H 1.586 -1.117 5.304 0.0081
H 1.680 -0.565 2.931 -0.0110
Cl -4.667 -1.572 -6.849 0.0000
C -3.443 -1.618 -5.612 -0.0005
C -3.411 -0.618 -4.653 0.0031
C -2.446 -0.672 -3.659 -0.0008
C -1.514 -1.703 -3.644 -0.0026
C -1.543 -2.680 -4.628 0.0044
C -2.521 -2.653 -5.611 0.0006
C -0.463 -1.732 -2.574 -0.0167
O 0.675 -2.117 -2.869 0.0191
O -0.853 -1.292 -1.442 0.0228
H -4.137 0.183 -4.684 0.0003
H -2.405 0.083 -2.884 -0.0004
H -0.800 -3.467 -4.613 0.0021
H -2.571 -3.419 -6.373 0.0001
S 1.253 -2.834 0.451 0.0513
C 2.700 -2.041 -0.093 -0.0022
N 3.719 -1.896 0.757 0.0038
C 4.929 -1.149 0.429 0.0004
C 5.174 -1.242 -1.068 -0.0015
C 3.915 -0.812 -1.804 0.0036
N 2.784 -1.595 -1.325 0.0082
H 3.525 -2.160 1.709 0.0023
H 5.761 -1.570 0.992 0.0005
H 4.808 -0.105 0.731 0.0002
H 5.415 -2.273 -1.336 -0.0002
H 6.017 -0.612 -1.348 0.0000
H 4.008 -0.974 -2.877 0.0003
H 3.711 0.251 -1.640 0.0000
H 1.966 -1.797 -1.932 0.0057
N 1.052 2.003 -4.361 -0.0001
C 0.486 3.034 -3.651 0.0032
C 0.179 2.504 -2.433 -0.0008
N 0.538 1.177 -2.380 -0.0029
C 1.057 0.909 -3.552 -0.0013
H 1.378 2.039 -5.310 -0.0002
H 0.356 4.018 -4.068 0.0001
H -0.291 2.990 -1.593 0.0003
H 1.415 -0.055 -3.881 0.0002
```

Expectation value of S²: 8.822
Charge: 0
Spin multiplicity: 6
Energy above the lowest of the compared OMol25 structures with the same formula, charge and spin: 0.00 kJ/mol

=====

4.
Formula: C4H16NO3
Source: the Open Molecules 2025 dataset
Level of theory: ωB97M-V/def2-TZVPD

Geometry as XYZ:
```
24
Properties=species:S:1:pos:R:3:nbo_charge:R:1
C -0.775 0.155 2.840 -0.5988
C 0.678 0.514 2.533 -0.4500
C 1.060 0.359 1.089 -0.1148
C 0.679 -0.665 0.343 -0.0880
N 0.963 -0.733 -1.087 -0.7182
H -0.896 -0.905 2.727 0.2047
H -1.461 0.740 2.237 0.2133
H -1.041 0.389 3.866 0.2310
H 1.335 -0.139 3.099 0.2326
H 0.922 1.516 2.874 0.2290
H 1.632 1.136 0.614 0.2121
H 0.295 -1.560 0.766 0.2192
H 1.506 -1.574 -1.298 0.4227
H 0.150 -0.779 -1.728 0.4772
H 1.562 0.076 -1.335 0.4626
H 4.006 0.721 -1.779 0.4976
H 3.138 0.917 -3.009 0.4944
O 3.098 0.919 -2.045 -0.9648
H -2.232 -0.546 -1.889 0.5209
H -1.918 -1.826 -2.756 0.4961
O -1.540 -1.185 -2.155 -1.0079
H -3.411 1.557 -1.332 0.4966
H -4.335 0.315 -1.292 0.4973
O -3.416 0.599 -1.282 -0.9647
```

Charge: +1
Spin multiplicity: 1
Energy above the lowest of the compared OMol25 structures with the same formula, charge and spin: 49.60 kJ/mol

=====

5.
Formula: C3H3N
Source: the Open Molecules 2025 dataset
Level of theory: ωB97M-V/def2-TZVPD

Geometry as XYZ:
```
7
Properties=species:S:1:pos:R:3:nbo_charge:R:1
C 0.262 0.466 -1.183 -0.1422
C -0.738 0.747 -0.321 -0.1479
C 0.227 -0.215 0.050 0.1953
N 0.940 -1.579 1.498 -0.6578
H 0.723 0.653 -2.122 0.2448
H -1.622 1.293 -0.096 0.2442
H 0.208 -1.363 2.174 0.2636
```

Charge: 0
Spin multiplicity: 1
Energy above the lowest of the compared OMol25 structures with the same formula, charge and spin: 678.87 kJ/mol

=====

Values for largest force on an atom, eV Å⁻¹, ordered as above
5.327; 5.854; 0.658; 1.087; 3.483